The following is a quantum chemistry calculation of the ion C5H11N2OS with charge -1 in a non-equilibrium geometry, from OMol25.

Structure (ORCA input):
```
! wB97M-V def2-TZVPD RIJCOSX def2/J DEFGRID3
* xyz -1 1
C -1.21 -1.15 1.37
C 1.46 2.58 0.41
C -1.15 -1.47 -1.77
C 1.11 1.14 0.85
C 0.04 -1.72 -0.76
N 0.20 0.57 -0.09
N -0.13 -0.76 0.25
O -1.49 -2.33 1.55
S -1.91 0.23 2.01
H 2.24 2.62 -0.24
H 0.70 3.07 -0.09
H 1.68 3.25 1.17
H -1.22 -0.33 -2.11
H -1.17 -2.18 -2.48
H -2.08 -1.61 -1.27
H 1.89 0.32 0.99
H 0.73 1.16 1.84
H 0.01 -2.85 -0.36
H 0.96 -1.52 -1.19
H -0.67 0.99 -0.08
*
```

## Properties
Structure (SMILES): CCNN(CC)C([O-])=S
HOMO-LUMO gap: 0.2668 hartree
LUMO: 0.13617 Ha
HOMO energy: -3.56 eV
ΔE to the lowest compared entry with this formula, charge and spin: 0.868 eV

The following is a quantum chemistry calculation of a structure of composition C8H12CaN2O3S in a non-equilibrium geometry, from OMol25.

Structure (ORCA input):
```
! wB97M-V def2-TZVPD RIJCOSX def2/J DEFGRID3
* xyz 2 1
O -2.38 -1.61 -0.46
C -1.33 -1.15 -0.40
Ca 1.01 -0.39 -0.17
C -0.55 1.23 0.84
C -0.32 1.06 -1.88
O -1.32 1.95 1.28
O -0.82 1.69 -2.71
C 5.11 0.05 0.22
C 4.61 -0.31 1.59
N 3.11 -0.58 1.53
C 2.56 -1.73 2.08
S 0.86 -1.76 2.27
N 3.39 -2.78 2.31
C 3.96 -3.52 1.15
C 5.18 -4.31 1.57
H 4.80 -0.69 -0.53
H 6.21 0.10 0.20
H 4.72 1.03 -0.10
H 5.10 -1.20 2.01
H 4.76 0.50 2.31
H 2.61 0.25 1.89
H 3.03 -3.41 3.02
H 3.19 -4.18 0.76
H 4.20 -2.78 0.37
H 4.90 -5.28 1.99
H 5.78 -4.52 0.67
H 5.81 -3.76 2.28
*
```

## Properties
HOMO-LUMO gap: 0.2780 hartree
LUMO: -0.32043 Ha
HOMO energy: -16.28 eV
ΔE to the lowest compared entry with this formula, charge and spin: 0.707 eV

The following is a quantum chemistry calculation of an isolated molecule of C15H19NO2S in a non-equilibrium geometry, from OMol25.

Structure (ORCA input):
```
! wB97M-V def2-TZVPD RIJCOSX def2/J DEFGRID3
* xyz 0 1
O 1.28 2.70 0.55
O -1.14 2.47 1.04
C -0.73 1.39 -3.40
C -1.12 0.16 -1.52
C -1.41 0.24 -2.89
C -0.14 2.06 -2.35
C -0.05 -1.35 3.10
C 1.24 -2.06 1.20
C 0.64 -2.38 2.42
C -0.14 -0.06 2.62
C 1.21 -0.75 0.68
C 0.47 0.28 1.36
N -0.33 1.32 -1.17
C -2.29 -0.65 -3.72
C 0.60 3.32 -2.48
C 0.80 -3.74 3.03
C -0.84 0.91 3.53
C 1.96 -0.52 -0.63
S 0.09 1.86 0.50
H -0.80 1.76 -4.43
H -1.43 -0.60 -0.80
H -0.53 -1.59 4.03
H 1.82 -2.83 0.72
H -2.87 -1.26 -3.07
H -1.61 -1.25 -4.34
H -2.99 -0.05 -4.35
H 1.63 3.18 -2.12
H 0.14 4.13 -1.92
H 0.62 3.58 -3.54
H 1.14 -4.45 2.24
H -0.11 -4.11 3.46
H 1.58 -3.74 3.83
H -1.92 0.94 3.37
H -0.67 0.63 4.58
H -0.47 1.92 3.42
H 2.86 -1.11 -0.64
H 1.34 -0.87 -1.44
H 2.18 0.53 -0.84
*
```

## Properties
Structure (SMILES): Cc1cc(C)c(S(=O)(=O)n2cc(C)cc2C)c(C)c1
HOMO-LUMO gap: 0.3148 hartree
LUMO: 0.01639 Ha
HOMO energy: -8.12 eV
ΔE to the lowest compared entry with this formula, charge and spin: 2.172 eV

The following is a quantum chemistry calculation of an isolated molecule of C4H9N3 in a non-equilibrium geometry, from OMol25.

Structure (ORCA input):
```
! wB97M-V def2-TZVPD RIJCOSX def2/J DEFGRID3
* xyz 0 1
C -0.80 1.66 -0.06
N 0.02 0.54 0.34
N 2.21 -0.77 1.10
C 0.97 0.07 -0.58
C -0.54 -0.92 -0.10
C -1.78 -1.11 -0.59
N 2.11 -0.49 -0.20
H 1.51 -0.34 1.72
H 3.15 -0.94 1.42
H 1.00 0.49 -1.58
H -0.06 -1.74 0.41
H -1.79 1.56 0.41
H -0.30 2.58 0.25
H -1.01 1.75 -1.13
H -2.36 -0.34 -1.07
H -2.32 -2.00 -0.33
*
```

## Properties
HOMO-LUMO gap (alpha / beta): 0.3047 / 0.3047 hartree
LUMO (alpha / beta): 0.03189 / 0.03187 Ha
HOMO energy (alpha / beta): -7.42 / -7.42 eV
ΔE to the lowest compared entry with this formula, charge and spin: 4.331 eV

The following is a quantum chemistry calculation of a cluster of 2 separate species, C4H10IN in total in a non-equilibrium geometry, from OMol25.

Structure (ORCA input):
```
! wB97M-V def2-TZVPD RIJCOSX def2/J DEFGRID3
* xyz 0 1
C 1.83 1.36 -0.22
C -0.31 -0.63 1.16
C 0.52 0.85 -0.82
C 0.21 -0.53 -0.23
N -2.48 -0.50 -1.27
I -3.62 0.48 -0.02
H 2.68 0.69 -0.46
H 1.94 2.46 -0.52
H 1.79 1.29 0.88
H -1.39 -0.50 1.15
H -0.24 -1.67 1.60
H 0.09 0.09 1.90
H -0.25 1.53 -0.63
H 0.72 0.69 -1.84
H 0.53 -1.40 -0.64
H -2.21 0.20 -2.07
*
```

## Properties
HOMO-LUMO gap (alpha / beta): 0.2369 / 0.3393 hartree
LUMO (alpha / beta): -0.03632 / 0.00813 Ha
HOMO energy (alpha / beta): -7.44 / -9.01 eV
ΔE to the lowest compared entry with this formula, charge and spin: 2.816 eV

The following is a quantum chemistry calculation of a structure of composition C13H36N2O6P2S2Si2, from OMol25.

Structure (ORCA input):
```
! wB97M-V def2-TZVPD RIJCOSX def2/J DEFGRID3
* xyz 0 1
C 5.29 1.25 0.75
C 4.66 2.28 1.66
O 5.08 2.53 2.76
O 3.66 3.02 1.14
C 2.74 2.45 0.20
C 1.39 3.14 0.35
Si -0.01 1.97 0.74
N 0.32 0.83 1.98
S -0.43 0.73 -0.92
O -1.27 2.93 1.22
Si -2.83 2.52 1.55
C -3.22 0.77 2.00
C -3.46 -0.25 0.87
C -4.66 -1.14 1.16
N -4.78 -2.18 0.13
P -3.39 3.72 3.40
O -4.82 3.54 3.78
P -4.14 3.35 -0.11
O -5.67 3.25 0.36
O -3.92 4.93 -0.05
S -3.76 2.61 -1.84
H 5.86 1.78 -0.01
H 4.56 0.62 0.24
H 5.94 0.63 1.36
H 3.13 2.59 -0.81
H 2.67 1.37 0.39
H 1.46 3.92 1.12
H 1.14 3.66 -0.58
H 0.86 0.02 1.69
H 0.77 1.26 2.79
H -0.84 1.64 -1.80
H -4.14 0.86 2.59
H -2.46 0.40 2.69
H -2.58 -0.88 0.75
H -3.61 0.22 -0.11
H -5.57 -0.55 1.14
H -4.55 -1.56 2.17
H -4.18 -2.97 0.33
H -5.73 -2.53 0.07
H -3.01 5.07 3.17
H -2.47 3.35 4.40
H -6.05 2.38 0.17
H -3.91 5.30 0.84
C 2.16 -5.33 -3.70
C 1.45 -4.02 -3.39
C 2.40 -2.84 -3.20
C 3.39 -2.99 -2.04
C 2.74 -3.23 -0.68
C 1.82 -2.08 -0.25
H 2.82 -5.64 -2.88
H 1.45 -6.14 -3.86
H 2.77 -5.24 -4.60
H 0.83 -4.14 -2.50
H 0.77 -3.78 -4.21
H 1.82 -1.93 -3.06
H 2.98 -2.69 -4.12
H 4.00 -2.09 -1.98
H 4.08 -3.81 -2.25
H 3.52 -3.36 0.07
H 2.17 -4.16 -0.69
H 2.38 -1.14 -0.21
H 1.40 -2.27 0.74
H 0.99 -1.95 -0.94
*
```

## Properties
HOMO-LUMO gap: 0.3387 hartree
LUMO: 0.01053 Ha
HOMO energy: -8.93 eV

Question: What is the formula in the sixth record?
Answer: C13H36N2O6P2S2Si2